{"formula": "C20H20I3N5O3Pd", "method": "ωB97M-V with the def2-TZVPD basis set", "symbols": ["I", "I", "I", "Pd", "O", "O", "O", "N", "N", "N", "N", "N", "C", "C", "C", "C", "C", "C", "C", "C", "C", "C", "C", "C", "C", "C", "C", "C", "C", "C", "C", "C", "H", "H", "H", "H", "H", "H", "H", "H", "H", "H", "H", "H", "H", "H", "H", "H", "H", "H", "H", "H"], "xyz": [[6.946, -3.436, 0.052], [1.308, -5.238, 0.150], [-4.475, 5.466, -0.028], [-0.606, 0.062, 0.152], [0.638, 2.612, -2.786], [0.829, -2.023, 0.167], [0.510, 1.891, 1.696], [-2.147, -1.125, 0.669], [0.440, 1.911, -0.590], [-2.394, 1.769, 0.305], [2.664, 0.042, 0.046], [-3.617, 1.363, 0.713], [2.614, -3.589, 0.110], [3.524, 1.028, -0.009], [3.108, -1.223, 0.068], [3.969, -3.886, 0.100], [5.397, -0.439, -0.005], [-2.963, -2.162, 0.090], [0.709, 2.797, -1.581], [-3.743, 3.522, 0.228], [1.145, 4.156, -0.988], [-4.446, 2.409, 0.677], [-2.448, 3.072, 0.009], [-3.771, -1.615, -1.105], [2.060, -2.272, 0.117], [0.667, 2.466, 0.628], [4.910, 0.836, -0.034], [-2.099, -3.328, -0.360], [4.507, -1.530, 0.045], [1.147, 3.917, 0.514], [-3.944, -2.640, 1.171], [4.900, -2.883, 0.071], [5.582, 1.685, -0.073], [2.129, 4.003, 0.981], [-1.594, 3.626, -0.344], [-5.486, 2.323, 0.955], [-2.790, -0.421, 1.039], [2.117, 4.428, -1.402], [-4.613, -1.826, 1.464], [-4.542, -3.477, 0.800], [-4.529, -2.341, -1.419], [6.464, -0.622, -0.025], [-4.251, -0.675, -0.830], [-1.511, -3.673, 0.486], [-3.389, -2.970, 2.052], [4.287, -4.919, 0.118], [-1.401, -3.002, -1.131], [3.121, 2.032, -0.041], [0.455, 4.556, 1.064], [-2.711, -4.152, -0.741], [0.421, 4.909, -1.304], [-3.098, -1.415, -1.942]], "homo_ev": [-1.71, -1.72], "total_charge": -2}

{"formula": "C40H81N7O15V", "method": "ωB97M-V with the def2-TZVPD basis set", "symbols": ["V", "O", "O", "O", "O", "O", "O", "O", "O", "O", "O", "O", "O", "O", "O", "O", "N", "N", "N", "N", "N", "N", "N", "C", "C", "C", "C", "C", "C", "C", "C", "C", "C", "C", "C", "C", "C", "C", "C", "C", "C", "C", "C", "C", "C", "C", "C", "C", "C", "C", "C", "C", "C", "C", "C", "C", "C", "C", "C", "C", "C", "C", "C", "H", "H", "H", "H", "H", "H", "H", "H", "H", "H", "H", "H", "H", "H", "H", "H", "H", "H", "H", "H", "H", "H", "H", "H", "H", "H", "H", "H", "H", "H", "H", "H", "H", "H", "H", "H", "H", "H", "H", "H", "H", "H", "H", "H", "H", "H", "H", "H", "H", "H", "H", "H", "H", "H", "H", "H", "H", "H", "H", "H", "H", "H", "H", "H", "H", "H", "H", "H", "H", "H", "H", "H", "H", "H", "H", "H", "H", "H", "H", "H", "H"], "xyz": [[-1.014, -0.145, -0.067], [7.659, 0.062, 2.223], [1.250, 0.446, -0.571], [-6.318, 2.591, 2.677], [0.661, -4.669, 0.808], [-2.771, -0.066, 0.968], [4.111, -0.940, -4.933], [-5.101, 4.908, 1.056], [-1.582, 5.990, -2.007], [-3.271, -3.053, 3.160], [-1.561, 1.973, 0.046], [-2.135, -1.950, -0.596], [-0.078, 0.775, 2.008], [4.603, 1.408, -3.648], [-2.185, 2.655, -3.290], [0.404, -1.660, -2.241], [-1.891, 0.305, -2.061], [-4.517, -5.525, 5.516], [2.095, 5.742, -1.541], [2.620, -2.206, 1.052], [-0.325, 0.871, -4.488], [-0.065, -1.706, 1.033], [4.645, -0.328, 0.050], [1.897, 0.176, -1.676], [-3.401, 1.010, 1.223], [-3.607, -0.149, -3.678], [2.595, -3.327, 0.126], [-0.298, 6.507, -1.736], [3.999, -3.431, -0.518], [0.049, -5.945, 1.149], [8.328, 1.296, 2.064], [0.773, 5.436, -1.964], [-5.211, 2.521, 1.932], [-4.649, 1.280, 1.876], [2.856, 1.053, -2.001], [3.331, -0.634, -4.034], [-3.353, 3.513, 0.619], [4.635, 0.193, 2.449], [-1.326, 3.205, -4.279], [-3.687, -4.324, 3.682], [5.394, 0.326, 1.139], [-0.360, -1.505, 2.503], [0.912, 2.610, -5.516], [-3.533, -4.536, 5.224], [-3.344, 3.396, -3.047], [0.566, 2.023, 2.331], [2.260, -1.423, -3.577], [-4.551, 3.712, 1.229], [-4.125, -1.934, 3.476], [3.654, 0.751, -3.249], [-2.041, -3.384, -0.336], [0.244, -0.220, 3.015], [-2.886, -1.869, -1.875], [6.791, -0.396, 1.166], [-2.677, 2.238, 0.591], [0.198, -2.735, 3.249], [-2.611, 6.901, -1.763], [-2.121, -5.047, 5.634], [-0.016, 2.304, -4.344], [0.376, 4.178, -1.197], [-3.159, -0.419, -2.245], [1.540, -1.053, -2.479], [2.041, -4.678, 0.540], [-0.337, -3.624, 2.917], [1.869, -2.974, -0.607], [-1.037, 4.223, -4.020], [0.233, 2.381, 3.305], [-5.296, -5.031, 5.927], [2.276, 5.612, -0.556], [-2.962, 4.349, 0.059], [-1.912, -5.013, 6.703], [1.615, 1.785, -5.634], [2.998, -2.588, 1.907], [-4.477, -1.850, 4.504], [-4.618, -0.531, -3.817], [-3.867, 2.834, -2.273], [-1.443, -1.579, 2.593], [-0.491, 3.627, -1.560], [-3.008, -3.882, -0.402], [-0.892, 0.761, -5.316], [8.899, 1.275, 1.135], [0.435, 2.791, 1.568], [0.484, -6.299, 2.083], [-3.802, -2.459, -1.861], [-3.805, -3.574, 5.658], [-0.261, 6.835, -0.697], [-5.073, -2.080, 2.958], [-5.094, 0.428, 2.368], [0.038, -2.732, 4.327], [1.118, 3.382, -1.136], [0.498, 2.505, -3.405], [5.164, -0.146, -0.797], [-1.770, -3.549, 0.707], [3.054, 1.927, -1.399], [-3.680, 0.913, -3.912], [0.517, 0.349, -4.690], [-1.437, -4.406, 5.078], [-3.069, 4.430, -2.838], [-1.869, 3.186, -5.223], [-2.046, -6.117, 5.439], [1.638, 1.828, 2.303], [4.094, -4.268, -1.209], [-3.808, -0.922, 3.223], [-3.125, -5.041, 3.084], [-4.694, -4.363, 3.268], [5.448, 1.371, 0.835], [-4.166, -6.121, 6.253], [-1.305, -3.802, -1.022], [3.808, 0.179, -0.199], [1.389, 3.588, -5.445], [4.804, -3.406, 0.217], [0.292, 2.671, -6.410], [5.268, 0.585, 3.245], [-4.062, 3.420, -3.867], [-0.011, 7.423, -2.253], [4.155, -2.600, -1.207], [-1.376, 0.109, -2.908], [-2.943, 6.954, -0.726], [2.523, -5.005, 1.461], [-0.986, -5.750, 1.430], [-0.230, 0.106, 3.940], [2.385, -5.505, -0.081], [1.238, -3.012, 3.076], [6.641, -1.407, 1.547], [-0.375, -2.667, 1.071], [-3.467, 6.559, -2.344], [-2.199, -2.330, -2.585], [3.259, -1.526, 0.666], [4.536, -0.888, 2.546], [-3.045, -0.761, -4.383], [7.573, 2.055, 1.855], [2.563, 4.989, -2.024], [1.276, -0.355, 3.337], [-2.387, 7.927, -2.055], [-2.071, 1.248, -2.376], [3.652, 0.664, 2.459], [1.950, -2.228, -4.228], [-3.962, -0.021, -1.624], [0.097, -6.704, 0.368], [7.161, -0.591, 0.160], [0.091, 4.318, -0.154], [0.937, -1.799, 0.947], [8.959, 1.637, 2.884], [0.808, 5.185, -3.024]], "s2": 2.0135, "multiplicity": 3, "homo_ev": [-4.82, -4.82], "total_charge": -1}

{"formula": "C4H15ClN3Si", "method": "ωB97M-V with the def2-TZVPD basis set", "symbols": ["Cl", "Si", "N", "N", "N", "C", "C", "C", "C", "H", "H", "H", "H", "H", "H", "H", "H", "H", "H", "H", "H", "H", "H", "H"], "xyz": [[-0.152, -0.719, -0.633], [3.677, 1.915, -1.292], [2.793, 1.624, 0.008], [-2.806, -1.786, -0.010], [0.448, 0.986, 1.378], [-0.669, 2.144, -0.609], [-0.059, 1.182, 0.375], [-2.424, -3.097, -0.645], [1.324, 0.044, 2.115], [2.907, 2.617, -2.227], [-1.421, -3.376, -0.160], [-0.556, 1.830, -1.614], [-1.678, 2.270, -0.297], [0.116, 2.914, -0.452], [-3.521, -1.207, -0.626], [-2.297, -2.738, -1.648], [1.552, -0.793, 1.348], [2.053, 0.715, 2.568], [5.015, 1.301, -1.721], [0.575, -0.294, 2.879], [-1.776, -1.212, 0.037], [3.138, 1.388, 0.940], [-3.132, -1.832, 0.967], [-3.104, -3.876, -0.680]], "homo_ev": -12.28, "relative_energy_kcal_mol": 100.9, "total_charge": 1}